1.
CH3Br2P as an isolated structure. Source: OMol25; level of theory: ωB97M-V with the def2-TZVPD basis set.

Summary:
HOMO-LUMO gap (spin up / spin down)   7.851 / 7.620 eV

The geometry in ORCA input format:
```
! RIJCOSX wB97M-V def2-TZVPD def2/J DEFGRID3
* xyz 0 1
Br 2.139 0.874 -1.678
Br 0.551 -1.786 -2.534
P -0.924 -0.146 0.876
C 1.368 -0.738 -1.107
H 2.116 -1.207 -0.586
H -0.098 -1.020 1.624
H -0.143 1.010 1.319
*
```

=====

2.
A single CH3BrClN molecule. Source: OMol25; level of theory: ωB97M-V with the def2-TZVPD basis set.

Summary:
HOMO-LUMO gap   10.247 eV
Structure (SMILES)   N[C@H](Cl)Br

The geometry in ORCA input format:
```
! RIJCOSX wB97M-V def2-TZVPD def2/J DEFGRID3
* xyz 0 1
Br -1.378 -2.164 -0.334
Cl -2.327 0.507 0.795
N 0.181 0.091 0.373
C -1.057 -0.154 -0.202
H 1.045 0.218 -0.237
H -0.948 0.277 -1.268
H 0.050 0.104 1.424
*
```

=====

3.
A 2-piece molecular cluster, CH3BrFOP overall. Source: OMol25; level of theory: ωB97M-V with the def2-TZVPD basis set.

Summary:
HOMO-LUMO gap (spin up / spin down)   10.848 / 4.080 eV

The geometry in ORCA input format:
```
! RIJCOSX wB97M-V def2-TZVPD def2/J DEFGRID3
* xyz 0 1
Br 1.255 -1.964 2.733
P -2.887 0.351 0.442
F -3.746 -0.603 -0.632
O -1.461 -0.135 -0.184
C -0.263 0.392 0.373
H -0.043 -0.140 1.422
H 0.674 0.326 -0.317
H -0.425 1.421 0.602
*
```

=====

4.
A single CH3BrI2Si molecule. Source: OMol25; level of theory: ωB97M-V with the def2-TZVPD basis set.

Summary:
HOMO-LUMO gap   9.327 eV
Structure (SMILES)   C[Si](Br)(I)I

The geometry in ORCA input format:
```
! RIJCOSX wB97M-V def2-TZVPD def2/J DEFGRID3
* xyz 0 1
I 0.783 1.838 -3.422
I -1.312 3.717 -0.260
Br 2.261 2.887 -0.031
Si 0.472 2.091 -0.991
C 0.157 0.250 -0.180
H 0.728 0.006 0.793
H -0.803 0.137 0.215
H 0.579 -0.542 -0.970
*
```

=====

5.
A single CH3BrN2O molecule. Source: OMol25; level of theory: ωB97M-V with the def2-TZVPD basis set.

Summary:
HOMO-LUMO gap   9.893 eV
Structure (SMILES)   O=NNCBr

The geometry in ORCA input format:
```
! RIJCOSX wB97M-V def2-TZVPD def2/J DEFGRID3
* xyz 0 1
Br 2.627 -0.032 -0.070
O -2.129 -1.472 -0.069
N -0.441 -0.191 -0.399
N -1.244 -0.802 0.450
C 0.792 0.648 0.300
H 0.614 1.662 -0.183
H -0.570 -0.255 -1.373
H 0.351 0.441 1.343
*
```

=====

6.
A single CH3BrO molecule. Source: OMol25; level of theory: ωB97M-V with the def2-TZVPD basis set.

Summary:
HOMO-LUMO gap   11.359 eV
Structure (SMILES)   OCBr

The geometry in ORCA input format:
```
! RIJCOSX wB97M-V def2-TZVPD def2/J DEFGRID3
* xyz 0 1
Br -1.870 -0.116 -0.055
O 0.712 0.931 0.099
C -0.050 -0.439 0.163
H 0.712 1.408 -0.773
H 0.247 -1.024 -0.619
H 0.248 -0.760 1.185
*
```

=====

7.
A 2-piece molecular cluster, CH3BrO2 overall. Source: OMol25; level of theory: ωB97M-V with the def2-TZVPD basis set.

Summary:
HOMO-LUMO gap (spin up / spin down)   9.855 / 7.689 eV

The geometry in ORCA input format:
```
! RIJCOSX wB97M-V def2-TZVPD def2/J DEFGRID3
* xyz 0 1
Br -1.838 0.135 0.011
O -0.025 2.098 -0.194
O 0.891 1.120 -0.017
C -0.406 -0.777 -0.560
H -0.212 -0.656 -1.732
H -0.155 2.677 0.592
H 0.103 -1.305 0.145
*
```

=====

8.
A 2-piece molecular cluster, CH3BrO2P overall. Source: OMol25; level of theory: ωB97M-V with the def2-TZVPD basis set.

Summary:
HOMO-LUMO gap   7.495 eV

The geometry in ORCA input format:
```
! RIJCOSX wB97M-V def2-TZVPD def2/J DEFGRID3
* xyz -1 1
Br 3.085 0.815 -0.064
P -0.494 -1.145 -0.032
O -0.764 -1.828 -1.315
O -0.630 -1.826 1.257
C -0.352 0.668 0.062
H 0.647 0.930 -0.113
H -0.853 1.188 -0.670
H -0.640 1.198 0.876
*
```

=====

9.
CH3BrO3P as an isolated structure. Source: OMol25; level of theory: ωB97M-V with the def2-TZVPD basis set.

Summary:
HOMO-LUMO gap   8.559 eV

The geometry in ORCA input format:
```
! RIJCOSX wB97M-V def2-TZVPD def2/J DEFGRID3
* xyz -1 1
Br 2.786 -0.820 0.093
P 0.294 0.791 -0.026
O 0.248 1.708 -1.196
O 1.267 -0.586 -0.626
O 0.771 1.176 1.326
C -1.144 -0.362 0.072
H -1.209 -0.862 -0.895
H -2.154 0.056 0.542
H -0.859 -1.100 0.709
*
```

=====

10.
A 2-piece molecular cluster, CH3BrP2 overall. Source: OMol25; level of theory: ωB97M-V with the def2-TZVPD basis set.

Summary:
HOMO-LUMO gap   8.034 eV

The geometry in ORCA input format:
```
! RIJCOSX wB97M-V def2-TZVPD def2/J DEFGRID3
* xyz 0 1
Br -2.175 -0.308 -0.147
P 0.081 1.952 -0.191
P 1.099 0.257 0.299
C -0.381 -0.912 0.317
H -0.417 -1.883 0.984
H 0.381 -1.601 -1.220
H 1.411 2.495 -0.042
*
```

=====

Max |F| (computed, eV/A): 3.011; 2.908; 2.413; 3.816; 4.480; 5.623; 5.269; 3.523; 3.552; 3.790
ΔE to the lowest compared entry with this formula, charge and spin (computed, eV): 5.049; 0.637; 4.367; 0.182; 0.660; 0.484; 6.327; 0.989; 0.462; 2.983